1.
{
  "formula": "C17H23NO5",
  "method": "the ωB97M-V functional and the def2-TZVPD basis",
  "smiles": "CCOC(=O)C1CCN(CC(=O)c2ccc(O)c(C)c2O)CC1",
  "multiplicity": 1,
  "orbital_gap_ev": 8.9,
  "homo_ha": -0.3113,
  "symbols": ["C", "C", "H", "H", "O", "C", "O", "C", "C", "C", "N", "C", "C", "O", "C", "C", "C", "C", "C", "C", "O", "H", "C", "H", "H", "H", "O", "H", "H", "H", "H", "H", "C", "C", "H", "H", "H", "H", "H", "H", "H", "H", "H", "H", "H", "H"],
  "coordinates": [[5.095116, 4.017688, -0.661985], [5.438846, 2.572309, -0.990737], [6.199795, 2.514782, -1.771633], [5.784036, 2.051523, -0.091623], [4.308362, 1.875670, -1.520837], [3.439004, 1.364858, -0.645860], [3.554745, 1.445674, 0.549552], [2.321002, 0.628719, -1.356089], [2.630298, -0.874960, -1.307319], [1.456338, -1.658817, -1.906651], [0.198530, -1.405082, -1.237697], [0.065775, -2.038685, 0.067279], [-1.404477, -2.396034, 0.255270], [-1.803511, -3.444201, -0.249972], [-2.304460, -1.495000, 0.964416], [-1.861712, -0.361567, 1.664513], [-2.737783, 0.478120, 2.298328], [-4.111414, 0.217549, 2.256268], [-4.598880, -0.900675, 1.588346], [-3.698886, -1.765520, 0.950798], [-4.201733, -2.834283, 0.330000], [-3.435965, -3.344428, -0.047096], [-6.074731, -1.192479, 1.552975], [-6.471209, -1.336258, 2.559598], [-6.243403, -2.103936, 0.988494], [-6.623746, -0.383702, 1.067563], [-4.931481, 1.083357, 2.891511], [-5.848291, 0.793523, 2.798287], [-2.396208, 1.345815, 2.838174], [-0.809737, -0.140176, 1.725904], [0.466059, -1.443225, 0.895861], [0.605823, -2.987804, 0.032555], [-0.115908, 0.008948, -1.267282], [0.981021, 0.898805, -0.668072], [1.097664, 0.704176, 0.399419], [0.701913, 1.947073, -0.785261], [-0.259803, 0.281207, -2.318246], [-1.060263, 0.174670, -0.745948], [1.328778, -1.369345, -2.954869], [1.662431, -2.730517, -1.876188], [2.785404, -1.175156, -0.268670], [3.543226, -1.088110, -1.865696], [2.291699, 0.958014, -2.398576], [4.707869, 4.522489, -1.543775], [4.343786, 4.049888, 0.123179], [5.986083, 4.535104, -0.318210]],
  "atomic_forces_ev_per_a": [[-0.09, -0.39, -0.11], [0.31, 0.24, 0.37], [-0.09, -0.04, 0.10], [0.01, 0.05, -0.19], [0.04, 0.06, -0.37], [-0.32, -0.15, -0.17], [0.04, 0.04, 0.12], [0.08, 0.01, 0.38], [-0.20, -0.01, -0.25], [0.31, -0.07, 0.06], [-0.10, -0.15, 0.00], [0.00, -0.10, -0.13], [0.20, -0.03, 0.11], [-0.02, -0.01, -0.04], [-0.36, -0.12, 0.02], [-0.21, -0.10, -0.01], [-0.08, 0.23, 0.15], [0.31, -0.49, -0.34], [-0.24, -0.03, 0.02], [0.28, 0.31, 0.16], [0.04, -0.12, -0.10], [-0.02, 0.15, 0.13], [0.23, 0.00, -0.03], [-0.10, -0.01, 0.05], [-0.13, 0.01, 0.02], [-0.10, 0.03, -0.02], [-0.12, 0.01, 0.02], [0.11, 0.02, 0.00], [0.08, 0.10, 0.07], [0.14, 0.03, -0.04], [0.02, -0.05, 0.00], [-0.07, 0.08, 0.08], [0.00, 0.30, 0.08], [-0.07, -0.14, -0.21], [0.00, 0.04, 0.05], [-0.02, 0.05, 0.07], [-0.08, 0.05, 0.03], [0.02, 0.06, -0.14], [0.05, -0.06, -0.03], [-0.02, 0.02, -0.07], [0.05, -0.01, 0.04], [0.06, -0.04, 0.03], [0.00, -0.02, 0.04], [0.00, 0.09, -0.07], [-0.02, 0.04, 0.07], [0.09, 0.09, 0.04]],
  "lowdin_charge": [-0.06, -0.22, 0.12, 0.12, 0.00, -0.48, 0.12, -0.22, -0.12, -0.18, -0.15, -0.11, -0.29, 0.07, -0.09, -0.03, -0.01, -0.27, -0.13, -0.20, 0.08, 0.08, -0.02, 0.09, 0.08, 0.09, 0.09, 0.10, 0.12, 0.10, 0.11, 0.13, -0.17, -0.12, 0.11, 0.13, 0.13, 0.11, 0.13, 0.12, 0.12, 0.12, 0.15, 0.08, 0.08, 0.08]
}


2.
{
  "formula": "C17H24As2ClIrO5S",
  "method": "the ωB97M-V functional and the def2-TZVPD basis",
  "multiplicity": 6,
  "orbital_gap_ev": [7.8, 4.9],
  "homo_ha": [-0.6134, -0.6691],
  "total_charge": 3,
  "symbols": ["Ir", "O", "Cl", "O", "O", "O", "C", "As", "C", "C", "C", "C", "C", "C", "C", "As", "C", "C", "H", "H", "H", "H", "H", "H", "H", "H", "H", "H", "H", "H", "H", "H", "H", "H", "C", "S", "O", "C", "C", "C", "C", "C", "C", "H", "H", "H", "H", "H", "H", "H", "H"],
  "coordinates": [[1.089242, -0.009206, -0.355804], [-0.526297, -0.581315, -4.008573], [-0.134831, -0.413047, -2.709932], [0.920748, -1.300920, -2.315463], [-1.218138, -0.660572, -1.781862], [0.349992, 0.911576, -2.407859], [4.059671, 1.822792, 1.370686], [2.187050, 1.263947, 1.446766], [2.022377, 0.436569, 3.221807], [1.157440, 2.947534, 1.665849], [1.741872, 3.965647, 2.416234], [1.003327, 5.104684, 2.708420], [-0.257118, 5.276555, 2.157078], [-0.843005, 4.271417, 1.404576], [-0.127355, 3.105463, 1.148953], [-1.025192, 1.728343, 0.027618], [-2.140469, 2.708895, -1.244512], [-2.344263, 1.009511, 1.301221], [4.416777, 2.163288, 2.349621], [4.202195, 2.611287, 0.627430], [4.666009, 0.961997, 1.071339], [2.360435, 1.142341, 3.988362], [2.650566, -0.458839, 3.263859], [0.985600, 0.149401, 3.414476], [2.742843, 3.855335, 2.814803], [1.414770, 5.848886, 3.382652], [-0.781880, 6.216046, 2.283900], [-1.836347, 4.398949, 0.986276], [-3.055457, 3.069905, -0.760680], [-2.424601, 2.022424, -2.045768], [-1.586041, 3.537336, -1.691214], [-2.861378, 1.842293, 1.785770], [-1.866014, 0.386475, 2.058351], [-3.060832, 0.416904, 0.727498], [-0.977856, -4.140458, 1.019276], [-1.097019, -2.688654, -0.075362], [0.116221, -1.908599, 0.342214], [-0.788671, -3.519682, -1.685092], [0.460074, -4.033410, -1.998716], [0.552626, -4.813930, -3.144290], [-0.534919, -4.959078, -3.991345], [-1.778919, -4.431289, -3.667745], [-1.890787, -3.665306, -2.514856], [0.007487, -4.593619, 0.957621], [-1.743917, -4.849805, 0.721328], [-1.164888, -3.812331, 2.039437], [1.328273, -3.869896, -1.379852], [1.499233, -5.293948, -3.356057], [-0.396905, -5.414976, -4.968644], [-2.636951, -4.565358, -4.310987], [-2.834777, -3.191561, -2.288810]],
  "atomic_forces_ev_per_a": [[0.48, 0.78, 0.82], [-0.36, -0.22, -2.37], [-1.73, 0.39, 1.08], [1.71, -1.29, 0.35], [-1.05, -0.13, -0.37], [0.74, 1.30, -0.29], [0.05, 0.06, -0.12], [-0.13, -0.16, 0.28], [-0.03, 0.10, -0.06], [2.57, 0.00, 1.40], [0.20, -1.44, -0.67], [1.40, 0.28, 0.72], [-2.43, 0.08, -1.32], [-0.03, 1.15, 0.51], [-2.04, -0.20, -0.82], [0.60, -0.84, 0.48], [0.01, 0.17, -0.01], [0.10, 0.37, 0.08], [-0.25, -0.09, -0.15], [-0.12, -0.10, 0.08], [-0.22, 0.05, 0.05], [-0.06, -0.09, -0.20], [-0.06, 0.18, -0.15], [0.14, 0.09, -0.10], [-0.05, 0.03, 0.03], [-0.06, 0.02, -0.01], [0.00, -0.02, 0.15], [0.11, 0.13, 0.10], [0.26, -0.06, 0.01], [0.13, -0.05, 0.18], [-0.01, -0.11, 0.11], [-0.03, -0.16, -0.06], [0.03, 0.07, -0.14], [0.12, 0.09, -0.02], [-0.11, 0.00, -0.47], [-0.57, -0.84, 0.41], [0.72, 0.37, 0.10], [-1.10, 0.74, 1.32], [1.28, -1.37, -1.51], [1.21, 0.32, 1.45], [1.00, -0.67, -1.09], [-1.48, 1.35, 1.28], [-0.76, -0.36, -1.04], [0.11, 0.07, -0.13], [-0.15, -0.12, -0.03], [-0.08, 0.25, -0.08], [0.02, 0.04, 0.15], [-0.04, 0.05, -0.23], [0.02, -0.13, 0.14], [-0.01, -0.08, -0.05], [-0.05, 0.01, 0.18]],
  "lowdin_charge": [0.97, -0.17, 0.60, -0.39, -0.47, -0.43, -0.24, 1.04, -0.23, -0.33, -0.02, 0.08, 0.05, -0.03, -0.31, 1.17, -0.22, -0.22, 0.05, 0.05, 0.05, 0.05, 0.05, 0.04, 0.12, 0.16, 0.15, 0.12, 0.06, 0.05, 0.06, 0.05, 0.03, 0.05, -0.16, 1.01, -0.66, -0.31, 0.00, 0.03, 0.08, 0.06, -0.02, 0.08, 0.08, 0.08, 0.14, 0.14, 0.16, 0.15, 0.14]
}


ΔE to the lowest compared entry with this formula, charge and spin per entry: 135.9, 152.0 kJ/mol